This record from the OMol25 dataset describes a gas-phase ion, C6H10N (charge +1). The level of theory is ωB97M-V with the def2-TZVPD basis set.

## Properties
HOMO-LUMO gap in eV: 10.35
SMILES: C#CC/C(C)=[NH+]/C
HOMO level in eV: -14.62
Total charge: +1

```
17
Properties=species:S:1:pos:R:3:forces:R:3
C -2.95796 -0.85003 -0.19570 -0.120 0.313 -1.292
C -2.16406 0.06169 -0.19465 -2.247 -0.712 -0.607
C -1.29031 1.17943 -0.15357 3.917 -1.567 0.702
C 0.24795 0.48278 -0.10456 -3.956 1.536 -1.450
C 1.38555 1.31461 0.23622 1.994 0.143 1.767
C 1.36185 -1.56284 0.19790 1.989 -0.294 -1.969
N 0.26984 -0.75756 -0.37540 -0.917 -2.462 1.095
H -3.73550 -1.50402 -0.60586 0.668 0.238 0.921
H -1.28552 1.95518 -0.91251 -0.463 -0.122 -0.120
H -1.33108 1.56861 0.84668 -0.107 0.834 0.420
H 1.71516 1.91809 -0.63794 -0.450 -0.237 0.457
H 2.30481 0.66806 0.53015 -1.539 1.423 -0.378
H 1.09265 2.01810 1.10017 0.606 -0.980 -1.393
H 2.27011 -1.43502 -0.47654 -1.088 -0.613 0.615
H 1.68227 -1.04989 1.10370 -0.348 -0.981 0.419
H 1.07472 -2.64390 0.22636 0.290 1.189 0.381
H -0.64050 -1.36329 -0.58444 1.770 2.293 0.432
```
Positions in Å, forces in eV/Å.

This record from the OMol25 dataset describes a gas-phase ion, C6H10N (charge +1). The level of theory is ωB97M-V with the def2-TZVPD basis set.

## Properties
HOMO-LUMO gap in eV: 9.60
HOMO level in eV: -14.02
Total charge: +1

```
17
Properties=species:S:1:pos:R:3:forces:R:3
C 0.62834 -1.24223 0.00198 0.850 -0.050 -0.062
C 1.52788 -0.27283 -0.00560 -3.529 1.114 -0.006
C -0.41622 0.65626 0.00822 3.483 -1.732 0.029
C 2.85120 0.25396 0.00573 0.739 0.228 0.045
C -1.26115 1.82121 0.00700 -0.537 0.370 0.047
C -1.91064 -1.31920 0.00082 -0.683 -0.521 -0.103
N -0.64989 -0.62003 0.01342 -0.415 0.786 0.036
H 0.75753 -2.31334 0.00014 -0.015 -0.140 0.003
H 3.04769 0.78932 0.93679 0.024 -0.037 -0.007
H 3.01638 0.93659 -0.82888 -0.018 -0.042 -0.033
H 3.56564 -0.57189 -0.08111 0.006 -0.013 0.017
H -0.71112 2.70228 0.33480 0.011 -0.077 0.009
H -2.14351 1.68715 0.63864 -0.041 -0.011 -0.004
H -1.60509 2.01177 -1.01482 0.004 -0.013 -0.057
H -1.85654 -2.17417 0.67422 -0.025 0.086 0.019
H -2.12325 -1.68480 -1.00631 0.039 0.030 0.060
H -2.71726 -0.66007 0.31495 0.106 0.021 0.008
```
Positions in Å, forces in eV/Å.

This record from the OMol25 dataset describes a gas-phase ion, C6H10N (charge +1). The level of theory is ωB97M-V with the def2-TZVPD basis set.

## Properties
<S²>: 2.01
HOMO-LUMO gap (spin up / spin down) in eV: 6.79 / 7.46
Spin multiplicity: 3
HOMO level (spin up / spin down) in eV: -10.22 / -13.91
Total charge: +1

```
17
Properties=species:S:1:pos:R:3:forces:R:3
C -1.41852 1.36073 0.01035 -5.984 1.213 0.374
C -0.16099 1.09200 -0.31181 8.402 -1.900 -1.333
C 2.35859 0.62180 -0.48818 5.610 -1.992 0.025
C 1.06213 0.78233 -0.43102 -9.311 3.093 0.564
C 2.80015 -0.78848 -0.25131 0.010 -0.641 2.448
C -2.45446 0.23918 0.06963 -0.232 2.264 -0.348
N -1.71100 -0.87460 0.74606 0.110 0.548 -0.170
H 3.11673 1.37300 -0.64806 -0.355 0.356 -0.170
H -1.48371 -0.64359 1.73643 -0.830 -0.982 -0.433
H 1.94970 -1.27258 0.33590 1.093 0.037 -1.111
H 3.70104 -0.95267 0.42650 -0.883 0.714 -0.944
H 3.02968 -1.29958 -1.17438 -0.172 -0.381 -0.382
H -3.44630 0.74349 0.49634 2.080 -2.121 -0.510
H -1.95434 2.28088 -0.25768 0.847 0.035 0.261
H -2.56236 -0.11416 -0.98019 -0.538 0.093 0.574
H -2.03873 -1.78998 0.42621 -0.193 -0.117 1.205
H -0.78758 -0.75778 0.29517 0.346 -0.217 -0.052
```
Positions in Å, forces in eV/Å.

This record from the OMol25 dataset describes a gas-phase ion, C6H10N (charge +1). The level of theory is ωB97M-V with the def2-TZVPD basis set.

## Properties
<S²>: 2.01
HOMO-LUMO gap (spin up / spin down) in eV: 9.09 / 9.69
Spin multiplicity: 3
HOMO level (spin up / spin down) in eV: -12.11 / -15.54
Total charge: +1

```
17
Properties=species:S:1:pos:R:3:forces:R:3
C -1.21834 0.65190 -0.62087 -1.117 -0.153 -1.171
C 0.03796 0.93680 0.06409 0.298 -0.596 0.377
C -2.36057 0.08786 0.12423 -0.723 0.526 0.357
C -1.14390 -0.81341 -0.23101 -0.934 0.134 -1.481
C 1.19738 1.77558 -0.09409 2.272 2.424 0.370
C 1.24498 -1.43389 -0.04285 1.293 0.736 1.694
N 0.16545 -0.54267 0.45772 -1.935 0.340 2.165
H -2.70495 0.53419 1.10737 0.755 -0.997 -0.978
H -3.23577 -0.25986 -0.54001 1.515 0.613 1.047
H -1.34519 -1.72626 -0.83737 0.674 0.687 0.757
H 1.09050 2.64466 -0.76731 -0.733 -0.540 0.050
H 2.06724 1.27808 -0.52460 -0.001 -0.547 -0.116
H 1.71190 2.33679 0.80224 -1.473 -1.395 -0.803
H 2.23518 -1.03125 0.28743 -0.887 -0.394 -0.166
H 1.06131 -2.39540 0.42291 0.137 -0.201 -0.136
H 1.24709 -1.49478 -1.10762 -0.358 0.105 -0.714
H -0.05028 -0.54836 1.49974 1.216 -0.739 -1.252
```
Positions in Å, forces in eV/Å.

Relative energy (zero: lowest compared OMol25 entry of this formula, charge and spin) / kcal per mole: 44.8 66.3 70.4 82.0
F_max / eV Å⁻¹: 4.5 3.9 9.8 3.3